A structure of composition C18H38F14N3O24S7Zr. Source: the OMol25 dataset; level of theory: wB97M-V/def2-TZVPD.

XYZ file:
```
105
C18H38F14N3O24S7Zr, DFT wB97M-V/def2-TZVPD
H 1.62 1.05 -2.05
H -2.16 3.34 -0.12
O -0.16 0.63 2.12
H 3.57 -0.86 -0.13
O -2.90 -3.74 -2.57
O -4.65 -0.05 -3.78
C -1.14 -2.60 -4.39
H 2.75 -5.14 -1.10
O -3.74 5.22 -0.34
C 0.42 2.30 -3.15
O -4.22 0.62 -0.60
H 2.50 -4.60 3.59
S -2.45 5.88 -0.40
H 5.52 2.31 1.75
H 1.54 0.52 -3.75
O -2.23 6.90 0.58
C 3.62 -1.83 -0.65
C 3.44 2.77 4.50
C 1.96 -3.76 4.03
H 0.65 -6.11 1.46
H -4.97 1.05 1.33
H 5.63 1.73 3.40
H 3.73 4.00 2.73
O 2.95 -2.76 0.19
O 0.56 -2.00 3.11
C -4.51 1.55 0.48
O -0.09 -0.02 -2.53
O 4.01 -0.41 2.89
O 1.39 -6.12 0.84
H -2.71 1.47 1.75
O -2.32 2.35 -0.14
S -4.18 -1.39 -3.55
F -0.39 3.28 1.75
F -5.26 -2.60 -1.42
H -3.39 3.11 1.41
S -2.03 -2.61 -2.68
O -3.97 -2.11 -4.77
F -3.39 -1.69 0.15
O -0.75 2.41 -2.29
H -0.20 -3.73 3.84
O 2.87 1.20 1.33
C 4.94 2.11 2.65
S 3.62 0.93 2.53
H 2.80 3.52 4.95
F -1.56 -3.64 -5.09
F 0.47 1.16 0.00
F -0.90 5.20 2.48
H -0.14 -5.74 -0.48
O 0.83 -1.07 0.56
H 3.47 -2.84 -2.52
O -0.96 -2.58 -1.72
O 1.37 -4.90 -2.61
H 1.72 2.07 3.50
C 4.32 3.33 3.36
S -0.11 -0.06 0.87
F 1.15 4.64 2.45
H 2.33 0.85 4.62
H 1.14 -1.55 3.73
H 2.17 -2.30 0.53
H 1.49 -2.92 -1.95
F -2.69 6.13 -3.05
C 0.97 0.90 -2.91
C 2.62 1.62 3.91
F -1.46 -1.48 -5.02
O 1.74 -4.08 5.40
C 0.68 -3.44 3.26
O 0.36 6.57 0.04
C 1.80 -5.58 -1.41
H -5.10 2.41 0.17
C -2.50 6.92 -1.99
H 5.17 3.89 3.74
O -2.76 -0.93 2.27
H 1.29 -4.92 5.47
F -1.31 7.50 -2.11
N -1.27 4.72 -0.64
C -3.18 2.11 1.01
O 1.16 4.38 -0.54
H -0.89 3.38 -2.11
F 0.14 -2.73 -4.24
H 1.86 -6.64 -1.65
H 0.51 -3.82 2.25
H -4.98 0.02 -0.66
O -1.53 -2.72 1.02
C 0.86 -5.34 -0.26
S 0.09 5.17 0.03
H 2.65 -2.91 4.03
F -3.42 7.83 -1.91
H 0.79 -4.28 0.01
H 1.19 -5.54 -3.29
H 3.54 -1.12 -2.62
O 1.65 -1.97 -2.13
H 4.68 -2.09 -0.65
F -5.85 -3.39 -3.30
H 0.45 -0.88 -2.43
C 0.03 4.54 1.80
F -6.62 -1.54 -2.66
H 0.18 2.55 -4.18
H 1.18 2.96 -2.74
S -2.12 -1.44 1.09
N -1.50 -0.15 0.01
H 4.10 2.30 5.24
C -5.60 -2.33 -2.65
Zr -2.20 0.73 -1.74
C 3.07 -1.94 -2.05
N -2.83 -1.14 -2.50
```

electronic energy: -6910.76630 hartree
2S+1: 1
charge: +1
LUMO: -5.988 eV

Löwdin population analysis, charges in e, atoms 1 to 99: 0.13 0.05 -0.19 0.10 -0.22 -0.30 -0.66 0.12 -0.29 -0.12 -0.18 0.12 0.66 0.11 0.15 -0.25 -0.21 -0.20 -0.21 0.08 0.15 0.11 0.11 -0.07 -0.12 -0.11 -0.21 -0.32 -0.07 0.10 -0.25 0.69 0.12 0.17 0.14 0.66 -0.22 -0.21 -0.20 0.12 -0.34 -0.21 0.68 0.12 0.18 -0.18 0.15 0.13 -0.20 0.13 -0.28 -0.08 0.08 -0.21 0.51 0.20 0.10 0.08 0.03 0.07 0.12 -0.14 -0.20 0.14 -0.06 -0.18 -0.24 -0.20 0.14 -0.68 0.12 -0.18 0.09 0.15 -0.33 -0.14 -0.28 0.10 0.20 0.13 0.08 0.12 -0.17 -0.23 0.60 0.12 0.20 0.09 0.09 0.12 -0.11 0.13 0.24 0.07 -0.67 0.22 0.14 0.13 0.63